[1]
Formula: C22H19BrN2O3
Source: the OMol25 dataset
Level of theory: ωB97M-V/def2-TZVPD

Geometry as XYZ:
```
47
Properties=species:S:1:pos:R:3:forces:R:3:nbo_charge:R:1
C -0.178062 -3.091277 -1.604457 0.050 0.217 0.015 -0.25
O -0.590317 -4.427782 -1.752687 -0.155 -0.365 0.039 -0.51
C -1.241380 -5.020515 -0.713381 -0.054 -0.093 0.093 0.39
C -1.607263 -6.357131 -0.902626 0.037 0.080 -0.032 -0.27
C -2.268487 -7.043687 0.094870 0.097 0.017 -0.210 -0.19
C -2.577028 -6.421626 1.292766 0.005 0.368 0.271 -0.25
C -2.218852 -5.091203 1.491130 0.138 -0.503 -0.723 0.02
C -2.530986 -4.418721 2.735618 -0.204 0.398 0.829 0.02
N -2.186225 -3.206088 2.905465 0.009 -0.370 -0.707 -0.22
N -2.455195 -2.558571 4.039762 -0.492 -0.526 0.923 -0.43
C -2.172736 -1.225349 4.223062 -0.009 0.024 -0.006 0.66
O -2.569145 -0.659303 5.220312 -0.033 0.050 -0.024 -0.59
C -1.404251 -0.568040 3.139196 0.223 0.213 -0.123 -0.20
C -1.754916 0.732008 2.775534 0.045 -0.214 0.060 -0.13
C -1.090574 1.377058 1.758139 0.189 0.030 -0.199 -0.27
C -0.038504 0.745464 1.089590 -0.222 -0.019 0.241 0.33
O 0.539422 1.461021 0.089757 -0.103 0.097 0.037 -0.49
C 1.589670 0.878311 -0.647121 0.302 -0.281 -0.030 -0.10
C 2.050809 1.836502 -1.714081 -0.101 0.014 -0.004 0.06
C 2.721396 1.358437 -2.833679 -0.055 0.004 0.129 -0.24
C 3.171172 2.233328 -3.806388 0.023 -0.040 0.018 -0.19
C 2.953926 3.594677 -3.680229 -0.029 0.127 0.027 -0.25
C 2.283059 4.059287 -2.562941 0.004 0.174 0.005 -0.05
Br 1.973380 5.928849 -2.371535 0.032 -0.197 -0.023 0.05
C 1.832746 3.199275 -1.577411 -0.019 0.047 0.010 -0.27
C 0.344597 -0.533553 1.481742 0.262 0.109 -0.256 -0.35
C -0.337019 -1.181886 2.496132 -0.103 0.178 0.130 -0.08
C -1.549737 -4.393018 0.481547 0.063 0.032 -0.112 -0.35
H 0.529372 -2.983393 -0.775495 -0.028 0.018 -0.009 0.17
H -1.028399 -2.420862 -1.442324 0.040 -0.019 0.016 0.18
H 0.314808 -2.830979 -2.540428 -0.024 0.036 0.087 0.20
H -1.361092 -6.829503 -1.840198 0.029 -0.062 -0.113 0.22
H -2.546079 -8.075122 -0.062438 -0.016 -0.083 -0.026 0.22
H -3.093262 -6.963544 2.071091 -0.059 -0.048 0.097 0.21
H -3.063321 -4.990532 3.504698 0.027 0.072 0.014 0.16
H -2.988738 -3.015836 4.785705 0.192 0.238 -0.227 0.38
H -2.564036 1.219443 3.297384 -0.071 0.057 0.051 0.23
H -1.364468 2.375441 1.456339 -0.044 0.118 -0.038 0.23
H 2.439314 0.649380 0.016906 -0.187 -0.033 -0.052 0.19
H 1.257369 -0.060046 -1.115314 0.044 0.097 0.097 0.18
H 2.892101 0.297550 -2.942545 0.007 -0.138 -0.032 0.21
H 3.692045 1.855742 -4.672931 0.043 -0.038 -0.082 0.22
H 3.297965 4.282871 -4.436434 0.013 0.054 -0.045 0.23
H 1.309181 3.574829 -0.713022 -0.040 0.062 0.034 0.24
H 1.176218 -1.033680 1.009839 0.079 -0.012 -0.046 0.22
H -0.020067 -2.168682 2.794117 0.029 -0.033 -0.033 0.22
H -1.297353 -3.363730 0.674414 0.068 0.144 -0.069 0.24
```
Forces are in eV/Å.

Computed properties:
- E_HOMO (eV) = -8.44
- LUMO level (eV) = 0.239
- HOMO-LUMO gap (eV) = 8.68
- energy above the lowest of the compared OMol25 structures with the same formula, charge and spin (kcal/mol) = 59.6
- charge = 0
- strongest force on any atom (Eh/bohr) = 0.023
- structure (SMILES) = COc1cccc(/C=N/NC(=O)c2ccc(OCc3cccc(Br)c3)cc2)c1

[2]
Formula: C39H37BrN8OSTc
Source: the OMol25 dataset
Level of theory: ωB97M-V/def2-TZVPD

Geometry as XYZ:
```
88
Properties=species:S:1:pos:R:3:forces:R:3:lowdin_spin:R:1
Tc -6.751126 -6.204115 21.417798 1.355 1.585 -0.552 1.60
N -4.466144 -9.019102 23.338046 0.489 0.474 -2.163 0.01
C -5.010444 -9.194673 24.609594 -1.745 -0.845 2.350 0.00
C -4.189143 -9.619693 25.695127 -1.047 0.495 -0.702 0.00
C -4.721154 -9.774712 26.990204 -1.979 0.786 -1.782 0.00
C -6.091222 -9.453586 27.196344 1.229 0.098 -1.318 0.00
C -6.917705 -9.059630 26.125789 0.065 0.448 0.030 0.00
C -6.431793 -8.994786 24.815497 2.975 -0.385 1.367 0.00
S -7.476143 -8.712094 23.484406 0.133 0.256 -1.232 0.01
N -6.343351 -7.967474 22.372081 2.118 -0.236 0.390 0.02
C -5.021145 -8.259599 22.356606 -2.666 -0.404 1.185 0.02
C -4.235363 -7.659601 21.241350 0.030 1.149 -0.364 0.01
C -3.024066 -8.124748 20.766692 0.948 -0.915 -0.449 0.00
C -2.372726 -7.497423 19.666133 -0.836 -0.250 1.680 0.01
C -2.952055 -6.345985 19.187856 -0.175 0.661 -0.791 0.00
C -4.192236 -5.920192 19.650839 -0.382 -1.135 2.016 0.01
N -4.833020 -6.543010 20.697534 1.802 -1.087 -1.474 0.02
H -3.527224 -9.343480 23.151522 0.013 0.050 0.383 0.00
H -3.144121 -9.822155 25.481136 -0.025 0.019 0.156 0.00
H -4.125879 -10.122402 27.790749 0.573 -0.203 0.651 0.00
H -6.475477 -9.453303 28.186401 -0.374 -0.161 0.615 0.00
H -7.952914 -8.709243 26.291146 0.608 -0.545 0.077 0.00
H -2.546510 -9.038244 21.192221 -0.535 0.827 -0.313 0.00
H -1.434569 -7.892007 19.304305 -0.012 0.072 -0.079 0.00
H -2.501098 -5.724628 18.409929 -0.004 -0.459 0.158 0.00
H -4.681690 -5.059778 19.234241 -0.133 0.191 0.048 0.00
Br -15.759372 -4.619745 14.389534 -1.670 0.143 0.363 0.05
C -14.004446 -5.070666 14.418935 0.109 0.488 -1.400 0.09
C -13.513971 -6.083110 15.193963 1.235 -0.502 0.561 0.00
C -12.156786 -6.361336 15.167012 -0.588 -0.510 0.692 0.08
C -11.317895 -5.526226 14.427979 0.361 0.425 0.719 0.03
C -11.869772 -4.540829 13.589995 0.221 -0.060 -0.626 0.06
C -13.217883 -4.368732 13.506427 0.703 -0.263 0.499 -0.01
N -10.011463 -5.310044 14.760864 1.748 0.020 -0.002 0.15
N -9.385879 -6.136690 15.510192 -0.149 -0.153 0.100 -0.01
C -8.318431 -5.739374 16.291251 -1.710 -1.494 -1.118 0.15
C -7.905586 -4.411126 16.453789 -0.262 -0.137 0.381 0.00
C -7.378327 -4.001534 17.651886 -0.048 0.172 -0.856 0.08
C -7.263871 -4.913686 18.730081 0.544 0.791 2.394 0.05
O -6.932433 -4.579093 19.957445 -0.645 -0.910 -2.114 0.20
C -7.519650 -6.307921 18.461678 1.155 -1.175 2.372 0.03
N -7.272329 -7.115784 19.581878 -1.555 -1.376 -1.349 0.02
C -7.453717 -8.473019 19.468027 0.212 2.233 -1.608 0.03
C -7.796034 -9.002896 18.203645 -0.644 0.146 -0.114 0.00
C -8.118477 -8.166639 17.124023 0.085 -0.909 -0.017 0.03
C -7.933546 -6.798533 17.238595 -0.247 1.481 0.301 0.02
H -14.150265 -6.559507 15.898663 -0.460 -0.577 0.264 0.00
H -11.743180 -7.151568 15.803447 -0.118 0.443 -0.250 0.00
H -11.202706 -3.939169 12.998004 0.205 0.150 -0.046 0.00
H -13.650562 -3.661520 12.836384 -0.220 0.380 -0.243 0.00
H -8.146258 -3.732518 15.636656 0.134 0.043 0.301 0.00
H -7.126080 -2.965390 17.704015 0.262 0.441 0.672 0.00
H -7.316814 -9.054401 20.368043 0.041 -0.131 -0.138 0.00
H -7.929811 -10.077739 18.089292 0.071 0.255 0.106 0.00
H -8.525634 -8.527184 16.169956 0.316 -0.196 0.571 0.00
C -10.126942 -1.382167 20.739107 -0.532 -0.108 0.089 0.00
C -10.173069 -1.925344 22.190800 0.631 0.178 -0.559 0.01
C -11.456413 -2.747594 22.443684 -1.275 0.910 0.220 0.00
C -9.919375 -0.812844 23.251491 -0.536 -0.438 0.329 0.00
C -9.045675 -2.878806 22.332710 0.966 -1.105 0.642 0.06
C -8.187800 -3.710985 22.589120 -2.695 1.024 -0.722 0.01
H -11.005377 -0.738868 20.579253 0.369 -0.027 -0.021 0.00
H -10.187781 -2.205805 20.006085 0.028 0.235 0.345 0.00
H -9.203995 -0.827775 20.550222 -0.156 0.024 0.060 0.00
H -12.437358 -2.302563 22.060792 1.524 -0.183 0.341 0.00
H -11.583677 -2.858979 23.523051 -0.020 -0.134 -0.047 0.00
H -11.380804 -3.736368 22.020417 0.092 -0.308 -0.245 0.00
H -10.642149 0.026617 23.219904 0.240 -0.584 -0.125 0.00
H -8.911662 -0.402108 23.125676 -0.192 -0.066 0.051 0.00
H -9.993160 -1.318534 24.244600 0.137 0.636 -0.580 0.00
N -7.529546 -4.878961 22.678878 0.598 1.591 0.600 0.14
C -6.321795 -5.059192 23.188299 -0.394 -0.648 0.996 0.00
N -5.791948 -4.482915 24.271078 0.760 0.059 -0.866 -0.01
C -4.631962 -5.153190 24.971301 -1.188 -0.160 -0.038 0.00
C -3.573322 -4.236691 25.574342 0.244 0.526 0.904 0.00
C -3.917204 -2.730646 25.587269 -0.215 -0.079 -0.295 0.00
C -5.406226 -2.583580 25.885941 -0.243 0.466 0.135 0.00
C -6.259587 -3.117583 24.743687 -0.863 -1.381 0.663 0.00
H -4.164688 -5.771852 24.215226 -0.062 -0.338 -0.114 0.00
H -5.070233 -5.820324 25.757609 0.293 0.503 -0.675 0.00
H -2.637244 -4.425733 25.066131 0.289 0.160 -0.123 0.00
H -3.397227 -4.522671 26.634303 -0.211 -0.002 -0.643 0.00
H -3.666832 -2.236281 24.624396 -0.158 -0.293 0.475 0.00
H -3.347978 -2.234538 26.374142 0.128 -0.039 -0.166 0.00
H -5.714815 -1.527192 26.053328 0.319 -0.603 -0.201 0.00
H -5.668906 -3.101650 26.829484 0.205 0.074 -0.432 0.00
H -6.285474 -2.467972 23.870367 0.060 0.073 0.163 0.00
H -7.284007 -3.273790 25.136618 0.345 0.335 -0.469 0.00
```
Forces are in eV/Å.

Computed properties:
- E_HOMO (alpha / beta) (eV) = -11.90 / -12.35
- LUMO level (alpha / beta) (eV) = -6.098 / -7.302
- HOMO-LUMO gap (alpha / beta) (eV) = 5.80 / 5.04
- energy above the lowest of the compared OMol25 structures with the same formula, charge and spin (kcal/mol) = 4.2
- multiplicity = 4
- charge = +2
- strongest force on any atom (Eh/bohr) = 0.064
- <S²> = 3.8849

Number 1: electronic energy -3758.9641 Ha. Number 2: electronic energy -5073.9627 Ha.